[1]
{"formula": "C20H18Cl3LaO3", "method": "the ωB97M-V functional and the def2-TZVPD basis", "total_charge": 0, "orbital_gap_ha": 0.2765, "homo_energy_ev": -8.24, "symbols": ["C", "C", "C", "H", "C", "C", "H", "H", "H", "H", "C", "C", "C", "H", "C", "C", "H", "H", "H", "H", "La", "O", "C", "C", "H", "H", "H", "H", "C", "C", "C", "H", "C", "H", "C", "H", "C", "H", "Cl", "C", "Cl", "Cl", "C", "O", "O"], "positions_angstrom": [[-3.33103, 1.34617, 0.52771], [-2.85817, 0.70076, 1.75001], [-1.52379, 1.17194, 2.00265], [-3.39664, -0.08138, 2.33383], [-1.17396, 2.10469, 0.94760], [-2.29081, 2.20621, 0.03629], [-2.33481, 2.80502, -0.90212], [-4.31295, 1.17958, 0.02980], [-0.85025, 0.80112, 2.80231], [-0.17170, 2.55465, 0.80011], [-1.57729, -2.42531, -0.79322], [-2.91727, -1.92983, -0.81803], [-2.99654, -0.86191, -1.80819], [-3.73536, -2.24791, -0.14763], [-1.70727, -0.72007, -2.40923], [-0.81503, -1.68609, -1.77997], [0.28353, -1.74088, -1.91169], [-1.17164, -3.16432, -0.07371], [-3.90414, -0.26404, -2.03396], [-1.42496, 0.03841, -3.17097], [-1.35801, -0.10709, -0.04557], [2.37614, 0.18038, 0.45990], [2.80014, 0.08105, 1.86269], [3.53961, 1.00731, 0.89612], [2.10729, 0.54107, 2.57858], [3.31187, -0.84839, 2.14465], [3.29830, 2.07839, 0.99073], [5.70216, 2.56108, 0.99091], [5.92002, 1.60325, 0.52000], [4.85951, 0.67408, 0.39115], [5.12045, -0.56829, -0.22725], [4.30451, -1.27702, -0.36010], [6.40085, -0.86158, -0.69112], [6.58887, -1.81795, -1.17405], [7.43935, 0.06186, -0.54544], [8.43843, -0.17131, -0.90824], [7.18592, 1.29697, 0.06372], [7.98396, 2.02464, 0.17538], [-8.23341, -1.11231, -0.72596], [-6.52653, -0.86226, -0.90608], [-5.88371, -2.12802, -1.97533], [-6.25854, 0.75516, -1.63100], [-5.77697, -0.93240, 0.59840], [-6.55457, -1.18787, 1.46758], [-4.57555, -0.77755, 0.66871]], "forces_ev_per_a": [[-0.167, 1.161, 0.854], [-0.315, 1.614, 0.565], [-0.896, 2.016, 0.674], [0.502, 0.986, -0.716], [-0.460, 1.287, 1.133], [-0.358, 0.814, 1.170], [0.070, -0.538, 0.959], [1.293, 0.315, 0.693], [-0.514, 0.419, -0.583], [-0.782, -0.248, 0.163], [-0.416, -0.785, -1.907], [0.290, -0.940, -1.330], [-0.081, -1.154, -0.299], [0.985, 0.215, -0.830], [-0.012, -1.500, -0.792], [-0.496, -1.125, -1.460], [-0.823, -0.041, -0.078], [-0.309, 0.476, -0.656], [0.979, -0.602, 0.210], [-0.202, -0.722, 0.636], [4.385, -0.857, 1.200], [1.125, 0.511, 1.206], [0.598, 1.135, -1.513], [-2.610, -0.808, 1.357], [0.265, -0.323, -0.248], [-0.368, 0.334, -0.175], [0.067, -0.571, -0.142], [0.172, -0.116, -0.114], [-1.146, -0.434, 0.097], [1.676, -0.597, -0.913], [-0.055, 0.657, 0.270], [0.187, 0.138, 0.033], [0.121, 0.175, 0.076], [-0.024, 0.176, 0.086], [-0.325, 0.116, 0.131], [-0.224, 0.038, 0.069], [0.301, -0.347, -0.203], [-0.071, -0.112, -0.029], [-0.540, 0.018, -0.096], [0.687, 0.050, 0.900], [-0.106, -0.027, -0.113], [0.112, 0.021, -0.124], [-1.788, -0.493, -0.946], [-1.803, -0.404, 1.615], [1.076, 0.073, -0.830]]}

=====

[2]
{"formula": "C3H6N2O", "method": "the ωB97M-V functional and the def2-TZVPD basis", "e_above_lowest_kcal_mol": 137.1, "total_charge": 0, "orbital_gap_ha": [0.2949, 0.2954], "homo_energy_ev": [-7.64, -7.66], "symbols": ["C", "C", "C", "N", "N", "O", "H", "H", "H", "H", "H", "H"], "positions_angstrom": [[-2.83773, -0.11452, -0.82269], [1.37275, 1.25476, -0.19307], [2.05556, -0.01971, -0.52104], [0.37693, 0.48375, 0.33928], [0.77147, -0.74086, -0.09828], [-2.78613, 0.92869, -0.15099], [-2.51767, -1.08430, -0.36692], [-2.96145, -0.06951, -1.94666], [1.69050, 2.21037, 0.17178], [2.14276, -0.13887, -1.50186], [3.00502, -0.38188, -0.18476], [-0.54726, 0.72728, 0.71843]], "forces_ev_per_a": [[1.473, 2.229, 0.857], [-0.597, -0.755, 2.270], [-2.039, -0.351, 2.180], [1.063, 0.208, -2.060], [0.683, 1.298, 1.287], [-0.418, -2.521, -1.562], [-0.568, 0.359, -0.277], [-0.344, -0.124, 0.991], [-0.037, 0.363, 0.009], [0.113, -0.544, -4.723], [0.328, 0.109, 1.233], [0.342, -0.272, -0.205]]}

=====

[3]
{"formula": "C40H72Cl3N12O4", "method": "the ωB97M-V functional and the def2-TZVPD basis", "e_above_lowest_kcal_mol": 0.0, "total_charge": 1, "orbital_gap_ha": 0.1624, "homo_energy_ev": -7.65, "symbols": ["C", "C", "N", "C", "C", "N", "C", "C", "H", "H", "H", "H", "H", "H", "H", "H", "H", "H", "H", "C", "C", "N", "C", "C", "N", "C", "C", "H", "H", "H", "H", "H", "H", "H", "H", "H", "H", "H", "C", "C", "N", "C", "C", "N", "C", "C", "H", "H", "H", "H", "H", "H", "H", "H", "H", "H", "H", "C", "C", "N", "C", "C", "N", "C", "C", "H", "H", "H", "H", "H", "H", "H", "H", "H", "H", "H", "C", "C", "N", "C", "C", "N", "C", "C", "H", "H", "H", "H", "H", "H", "H", "H", "H", "H", "H", "C", "C", "N", "C", "C", "N", "C", "C", "H", "H", "H", "H", "H", "H", "H", "H", "H", "H", "H", "C", "C", "O", "O", "H", "H", "H", "C", "C", "O", "O", "H", "H", "H", "Cl", "Cl", "Cl"], "positions_angstrom": [[6.38609, 2.50957, 6.00563], [7.15252, 1.14096, 5.96095], [6.58981, 0.30162, 4.88106], [7.15527, 0.13051, 3.62908], [6.22796, -0.47656, 2.77919], [5.12971, -0.80919, 3.59216], [5.37010, -0.33637, 4.87927], [3.92522, -1.57932, 3.25917], [5.45333, 2.44159, 6.56549], [6.23079, 2.86056, 4.98544], [7.07250, 3.18216, 6.52000], [7.24272, 0.64252, 6.92611], [8.19851, 1.21412, 5.66318], [8.16145, 0.51104, 3.53320], [6.19274, -0.77741, 1.74254], [4.80633, -0.60861, 5.75930], [3.27270, -1.75575, 4.11427], [4.18372, -2.45739, 2.66734], [3.30962, -0.94776, 2.61864], [0.91170, 4.77010, -0.15399], [0.52722, 6.02172, -0.97955], [1.31683, 6.29688, -2.14275], [1.37758, 5.44733, -3.24755], [2.09207, 6.07370, -4.20209], [2.60970, 7.23188, -3.69337], [2.03447, 7.43938, -2.47896], [3.42006, 8.15987, -4.44661], [0.12229, 4.49890, 0.54700], [1.60545, 4.92349, 0.67261], [1.31002, 3.93957, -0.73679], [0.37199, 6.82839, -0.26311], [-0.45359, 5.87044, -1.43035], [0.84607, 4.50797, -3.20894], [2.36416, 5.72164, -5.18617], [2.20975, 8.31297, -1.86862], [3.31474, 7.87796, -5.49424], [4.47601, 8.08772, -4.18610], [2.97434, 9.14414, -4.30296], [-1.56118, -3.90572, 3.50912], [-2.36844, -3.92468, 2.15573], [-3.82308, -4.24599, 2.30494], [-4.41887, -5.39315, 1.74501], [-5.81796, -5.39668, 2.04918], [-6.06926, -4.21163, 2.73529], [-4.86151, -3.52575, 2.88288], [-7.36173, -3.83065, 3.35066], [-1.82816, -3.01111, 4.07171], [-0.47505, -3.94532, 3.42647], [-1.88389, -4.72435, 4.15240], [-1.81101, -4.71798, 1.65767], [-2.24941, -2.92905, 1.72835], [-3.81925, -6.15871, 1.27513], [-6.57826, -6.13372, 1.83678], [-4.65873, -2.57066, 3.34448], [-7.74851, -4.71848, 3.85091], [-8.01342, -3.34074, 2.62721], [-6.94021, -3.29544, 4.20153], [-4.50899, -1.88971, -0.94778], [-5.20240, -1.77566, -2.36004], [-4.64681, -0.68363, -3.17595], [-3.44044, -0.70156, -3.78789], [-3.16175, 0.42660, -4.56253], [-4.24247, 1.15615, -4.35386], [-5.17902, 0.54364, -3.51815], [-4.42362, 2.41536, -4.95434], [-4.54117, -2.88425, -0.50286], [-5.06088, -1.28685, -0.22661], [-3.47511, -1.56343, -0.83493], [-6.28078, -1.61715, -2.35202], [-4.98372, -2.70604, -2.88414], [-2.86636, -1.60756, -3.66138], [-2.32511, 0.72300, -5.17782], [-6.10822, 0.91310, -3.11012], [-4.37447, 2.28484, -6.03538], [-3.77964, 3.20338, -4.56394], [-5.45466, 2.71346, -4.76409], [0.09178, -1.92267, -1.56633], [0.09472, -0.37613, -1.49484], [0.10497, 0.11046, -0.14001], [0.02332, 1.48367, 0.18348], [-0.15008, 1.62986, 1.57331], [-0.14421, 0.32737, 2.02738], [0.08487, -0.56564, 1.01996], [0.04255, -0.01690, 3.41813], [-0.10795, -2.11307, -2.62082], [-0.66671, -2.29140, -0.87580], [1.03866, -2.43194, -1.38697], [-0.80015, 0.02160, -1.97352], [0.94734, 0.13027, -1.94726], [0.09220, 2.15816, -0.65718], [-0.22983, 2.52557, 2.17142], [0.22854, -1.63113, 1.12238], [1.08384, -0.15824, 3.70769], [-0.59715, -0.84902, 3.71215], [-0.22974, 0.81510, 4.06753], [4.18341, -2.07275, -1.50443], [4.59669, -1.58763, -2.94807], [3.53571, -0.84908, -3.61026], [2.34364, -1.38465, -3.97509], [1.47522, -0.48367, -4.50071], [2.20556, 0.71509, -4.54252], [3.50492, 0.41178, -4.15352], [1.73645, 2.02366, -5.01703], [3.90434, -1.20609, -0.90516], [5.08819, -2.41249, -1.00040], [3.39552, -2.82278, -1.57361], [4.95950, -2.44677, -3.51230], [5.46550, -0.93067, -2.90703], [2.20855, -2.45540, -3.93475], [0.46139, -0.55463, -4.86609], [4.37824, 1.04582, -4.11217], [1.24396, 2.47169, -4.15401], [1.24172, 1.95326, -5.98574], [2.62602, 2.52917, -5.39282], [-3.13811, 0.33113, 6.02818], [-3.86913, -0.04975, 4.80773], [-3.09968, -0.38973, 3.85557], [-5.10064, 0.18806, 4.59780], [-3.78921, 0.69450, 6.82324], [-2.50015, 1.19761, 5.85404], [-2.55600, -0.46249, 6.49658], [-2.01194, -4.28298, -2.37023], [-3.08399, -5.36598, -2.02209], [-4.19461, -5.18876, -2.53337], [-2.87595, -6.33456, -1.21959], [-0.96970, -4.41796, -2.08109], [-2.29941, -3.32718, -1.93214], [-1.94002, -4.23436, -3.45676], [2.16207, -3.66524, 1.14134], [-1.41852, 3.25634, -2.53752], [2.07501, -0.76211, 6.39203]], "forces_ev_per_a": [[1.349, -1.050, 0.308], [-0.142, 0.419, -0.691], [-2.038, -2.093, -0.378], [-0.934, 0.347, -0.537], [-0.190, -0.060, 2.293], [1.380, 1.353, 3.100], [1.475, -0.321, -2.475], [-0.421, 0.442, -1.144], [0.036, -0.091, -0.193], [-0.104, 0.046, 0.126], [-0.273, 0.297, 0.018], [-0.759, -0.252, -0.110], [0.004, 0.651, -0.072], [-0.175, -0.052, -0.638], [0.424, 0.129, 0.176], [-0.731, 0.352, -0.001], [0.522, -0.206, 0.443], [-0.107, -0.103, 0.349], [0.050, 0.007, -0.250], [0.551, 0.353, 0.663], [-1.758, -1.191, 1.395], [2.673, 2.441, -2.050], [-0.536, 0.460, 1.098], [0.911, -0.933, -0.325], [-1.895, 0.064, 1.397], [0.054, -2.410, -0.020], [-0.190, 0.300, -0.483], [-0.910, -0.383, -1.050], [1.028, 0.799, -0.553], [-0.530, 0.022, -0.012], [0.655, 0.548, -0.565], [-0.265, -0.418, 0.363], [-0.304, -0.015, -0.119], [-0.042, 0.122, 0.110], [-0.149, -0.182, 0.081], [0.044, 0.193, 0.040], [-0.178, 0.204, 0.223], [0.543, 0.116, -0.102], [-1.616, 0.513, 0.580], [1.404, 0.078, 1.936], [-3.086, -0.687, -0.242], [-1.996, 0.227, 1.251], [3.439, 1.111, -0.351], [2.783, -0.024, -0.662], [0.399, -1.768, -0.975], [2.035, -0.425, 0.838], [0.093, 0.211, 0.003], [-0.134, -0.033, -0.618], [0.094, -0.291, -0.168], [-0.997, 0.087, -1.021], [-0.256, -0.288, -0.425], [-0.051, 0.155, -0.330], [0.132, 0.187, -0.006], [-0.416, 0.361, 0.233], [-0.428, -0.090, -0.629], [0.058, 0.065, 0.514], [-1.143, 1.115, -0.108], [-1.172, 0.619, 0.440], [1.115, -0.635, 0.891], [0.094, 3.457, -1.478], [2.125, -1.620, -0.739], [-0.385, -3.043, 2.144], [-3.150, 0.185, 2.011], [2.378, -1.292, -0.475], [-1.588, 1.687, -0.793], [-0.162, -0.334, -0.723], [-0.027, 0.297, -0.018], [0.043, 0.115, -0.761], [0.141, -0.100, 0.400], [-0.097, -0.117, -0.208], [0.218, 0.030, -0.120], [-0.243, -0.047, 0.197], [0.145, 0.326, -0.421], [0.360, 0.272, 0.003], [0.325, -0.336, -0.022], [0.038, 0.204, 0.020], [0.461, 1.295, -0.650], [0.420, -0.711, 0.119], [-0.138, 1.807, 2.728], [-0.218, -0.406, 0.822], [0.547, -1.585, -3.613], [1.252, -0.750, -0.549], [-1.021, 1.578, 0.407], [-0.156, -0.014, 1.757], [-0.661, -0.482, 0.162], [0.024, -0.299, -0.462], [0.056, 0.294, 0.652], [-0.085, 0.036, 0.003], [0.120, -0.352, -0.406], [-0.450, 0.257, 0.300], [-0.113, -0.430, 0.139], [0.123, -0.197, 0.256], [0.112, -0.481, -0.439], [0.130, 0.073, -0.129], [-0.487, 0.054, -0.335], [0.554, 1.155, -1.225], [1.119, -0.336, 1.498], [-1.236, 1.924, -2.857], [-1.368, -2.067, 0.172], [1.535, 1.135, 0.245], [2.257, -1.778, -0.301], [-1.479, -0.367, 1.669], [1.319, -0.441, -0.384], [-0.580, -0.072, -0.066], [-0.171, -0.624, -0.233], [0.191, 0.018, 0.520], [-0.581, 0.037, -0.435], [-0.115, 0.216, 0.148], [-0.202, 0.067, 0.469], [0.199, -0.063, 0.134], [-0.389, 0.380, -0.046], [-0.412, 0.448, -0.656], [-1.018, -0.397, 0.599], [0.224, 0.494, 0.830], [-0.238, 0.660, 2.484], [-1.314, 1.108, -3.270], [0.523, -1.143, -0.193], [0.996, -0.716, 1.384], [-0.409, -0.129, 0.002], [0.294, -0.242, -0.409], [0.220, -0.085, -0.434], [0.425, -0.535, -0.120], [-0.079, -1.953, 1.936], [-0.915, 1.475, -1.189], [1.183, 1.616, -0.570], [-0.110, -0.631, 0.577], [-0.345, 0.061, -0.244], [-0.445, 0.349, -0.218], [-0.109, 0.578, -0.293], [0.499, -0.056, -0.397], [0.528, 0.148, -0.470]]}